[1]
{
  "formula": "C5H6N2O",
  "method": "ωB97M-V/def2-TZVPD",
  "species": ["C", "C", "C", "C", "C", "H", "H", "H", "H", "H", "H", "N", "N", "O"],
  "coordinates": [[1.462, -0.018, -0.330], [0.378, 1.180, -0.200], [0.484, -0.675, 0.510], [-0.747, -0.859, -0.213], [-0.798, 0.444, -0.736], [0.403, 2.140, -0.485], [1.498, 0.654, 1.713], [0.934, -1.307, 1.330], [-0.932, -1.842, -0.550], [-2.843, -0.274, -0.212], [-1.271, 0.378, -1.734], [0.563, 0.502, 1.199], [-1.772, -0.005, 0.242], [2.641, -0.316, -0.532]],
  "atomic_forces_ev_per_a": [[3.121, -0.618, -2.551], [2.037, -3.628, 0.497], [3.412, -6.285, 4.522], [-0.019, -2.433, 1.706], [-3.356, 0.734, -3.469], [0.789, 3.696, -0.228], [-2.015, -0.042, -1.521], [-0.750, -1.283, -1.711], [-0.204, -0.576, -1.185], [4.317, 1.037, 1.358], [1.183, 1.539, 0.155], [-1.052, 6.240, 1.938], [-5.369, -0.034, 0.443], [-2.093, 1.653, 0.046]],
  "mulliken_charge": [0.09, -0.42, 0.31, -0.44, -0.21, 0.57, 0.36, 0.37, 0.49, 0.30, 0.39, -0.57, -0.61, -0.64],
  "molar_mass_g_mol": 110.116,
  "homo_lumo_gap_ev": 9.92,
  "e_above_lowest_kcal_mol": 137.99,
  "multiplicity": 1,
  "lumo_ev": 0.669
}

[2]
{
  "formula": "C13H29Br2GeKO4",
  "method": "ωB97M-V/def2-TZVPD",
  "species": ["K", "C", "C", "O", "C", "C", "O", "C", "C", "O", "C", "C", "O", "H", "H", "H", "H", "H", "H", "H", "H", "H", "H", "H", "H", "H", "H", "H", "H", "Br", "C", "Br", "H", "H", "C", "Ge", "C", "C", "C", "H", "H", "H", "H", "H", "H", "H", "H", "H", "H", "H"],
  "coordinates": [[-0.444, 0.313, 0.447], [0.660, -0.467, -2.541], [-0.012, -1.684, -1.923], [-1.163, -1.361, -1.138], [-2.311, -0.930, -1.847], [-3.366, -0.518, -0.834], [-2.970, 0.560, 0.005], [-3.340, 1.870, -0.400], [-2.480, 2.420, -1.526], [-1.128, 2.143, -1.212], [-0.196, 2.464, -2.233], [1.128, 1.808, -1.872], [0.956, 0.448, -1.502], [0.018, -0.008, -3.300], [1.580, -0.797, -3.037], [0.682, -2.168, -1.235], [-0.267, -2.393, -2.716], [-2.712, -1.749, -2.456], [-2.067, -0.099, -2.517], [-3.550, -1.364, -0.172], [-4.299, -0.279, -1.357], [-3.210, 2.487, 0.486], [-4.393, 1.903, -0.695], [-2.658, 3.499, -1.613], [-2.732, 1.967, -2.493], [-0.055, 3.547, -2.314], [-0.574, 2.107, -3.198], [1.558, 2.293, -0.995], [1.832, 1.910, -2.704], [-1.451, 2.194, 2.807], [-2.203, 0.646, 3.658], [-1.835, -1.075, 2.891], [-3.273, 0.774, 3.644], [-1.793, 0.627, 4.656], [1.600, -2.731, 1.968], [2.682, -1.073, 1.854], [3.526, -1.180, 0.070], [4.199, -1.408, 3.073], [1.630, 0.473, 2.164], [2.225, -3.620, 1.829], [0.808, -2.750, 1.207], [1.117, -2.799, 2.947], [4.128, -2.093, 0.015], [4.187, -0.324, -0.093], [2.796, -1.197, -0.744], [4.700, -2.363, 2.873], [3.850, -1.409, 4.110], [4.928, -0.600, 2.964], [2.131, 1.366, 1.747], [1.559, 0.622, 3.252]],
  "atomic_forces_ev_per_a": [[0.250, 0.303, 1.625], [-0.081, 0.118, -0.001], [-0.159, 0.139, 0.032], [-0.128, -0.665, -0.747], [0.121, -0.002, -0.045], [0.048, 0.118, -0.003], [-0.515, 0.038, -0.230], [0.080, -0.189, -0.082], [0.168, -0.052, -0.038], [-0.092, 0.432, -0.330], [-0.105, -0.047, 0.112], [-0.127, -0.169, -0.032], [0.471, 0.057, -0.867], [-0.005, -0.002, 0.011], [0.040, -0.004, -0.037], [-0.046, 0.007, 0.027], [-0.038, -0.057, -0.026], [-0.012, -0.021, -0.034], [0.011, -0.002, 0.010], [-0.021, -0.014, 0.056], [0.001, 0.005, -0.017], [0.019, 0.009, 0.049], [-0.037, 0.005, -0.027], [0.009, 0.032, -0.010], [-0.033, -0.027, -0.008], [-0.008, 0.026, -0.010], [-0.032, -0.046, -0.057], [0.007, -0.038, 0.032], [0.029, 0.019, -0.017], [-0.029, 0.196, 0.000], [-0.060, 0.021, 0.204], [-0.030, -0.184, 0.035], [-0.094, -0.004, 0.106], [-0.067, -0.004, 0.118], [-0.080, -0.124, -0.013], [0.078, 0.055, 0.069], [0.034, -0.004, -0.173], [0.139, -0.131, 0.135], [0.307, 0.164, 0.082], [-0.072, 0.047, 0.016], [0.052, 0.006, 0.068], [0.022, -0.015, -0.061], [-0.024, 0.068, -0.032], [-0.023, -0.045, -0.004], [0.054, 0.008, 0.057], [-0.037, 0.092, 0.031], [0.053, -0.004, -0.055], [-0.016, -0.051, 0.033], [0.033, -0.111, 0.098], [-0.053, 0.044, -0.047]],
  "mulliken_charge": [0.44, -0.82, -0.67, -0.31, -0.27, -0.82, -0.03, -0.74, -0.62, -0.08, -0.67, -0.84, 0.21, 0.42, 0.44, 0.22, 0.41, 0.45, 0.10, 0.34, 0.44, 0.27, 0.39, 0.43, 0.37, 0.39, 0.40, 0.30, 0.36, -0.11, -0.59, -0.08, 0.41, 0.45, -1.07, 0.59, -1.04, -1.28, -0.99, 0.35, 0.22, 0.32, 0.41, 0.33, 0.10, 0.34, 0.34, 0.35, 0.15, 0.27],
  "molar_mass_g_mol": 520.887,
  "homo_lumo_gap_ev": 4.95,
  "e_above_lowest_kcal_mol": 26.83,
  "multiplicity": 1,
  "lumo_ev": -0.152
}

[3]
{
  "formula": "C33H52BiN7O2PSTe",
  "method": "ωB97M-V/def2-TZVPD",
  "species": ["Bi", "O", "P", "N", "C", "C", "C", "C", "N", "C", "C", "C", "C", "N", "C", "C", "C", "C", "H", "H", "H", "H", "H", "H", "H", "H", "H", "H", "H", "H", "H", "H", "H", "H", "H", "H", "H", "H", "H", "H", "H", "H", "C", "N", "C", "C", "C", "N", "C", "O", "N", "H", "H", "H", "H", "H", "H", "H", "C", "C", "C", "C", "C", "C", "C", "C", "N", "C", "C", "C", "C", "H", "H", "H", "H", "H", "H", "H", "H", "H", "H", "H", "H", "H", "H", "H", "H", "H", "H", "Te", "C", "C", "C", "C", "S", "H", "H", "H"],
  "coordinates": [[0.447, -0.632, -1.093], [0.642, -0.185, 1.247], [0.133, -0.765, 2.548], [0.097, -2.407, 2.440], [1.150, -3.181, 1.758], [0.896, -4.620, 2.204], [0.317, -4.464, 3.612], [-0.559, -3.219, 3.484], [1.053, -0.321, 3.844], [2.151, -1.115, 4.401], [2.700, -0.214, 5.503], [2.562, 1.190, 4.904], [1.270, 1.118, 4.083], [-1.330, -0.135, 2.927], [-2.288, 0.417, 1.972], [-2.979, 1.499, 2.796], [-3.060, 0.883, 4.206], [-2.006, -0.247, 4.220], [2.150, -2.851, 2.066], [1.078, -3.076, 0.678], [1.805, -5.217, 2.188], [0.158, -5.084, 1.547], [1.118, -4.301, 4.335], [-0.260, -5.331, 3.926], [-0.642, -2.670, 4.424], [-1.564, -3.491, 3.147], [2.931, -1.324, 3.658], [1.777, -2.065, 4.785], [3.729, -0.464, 5.756], [2.083, -0.306, 6.397], [3.416, 1.408, 4.263], [2.502, 1.964, 5.667], [1.357, 1.672, 3.145], [0.420, 1.526, 4.637], [-3.015, -0.342, 1.664], [-1.770, 0.804, 1.096], [-3.958, 1.747, 2.391], [-2.366, 2.401, 2.803], [-4.053, 0.474, 4.387], [-2.865, 1.627, 4.976], [-2.506, -1.216, 4.319], [-1.286, -0.145, 5.032], [4.839, -3.158, -0.967], [4.400, -2.340, -2.089], [5.267, -1.776, -2.956], [4.840, -0.979, -3.964], [3.441, -0.713, -4.020], [2.586, -1.300, -3.198], [3.018, -2.177, -2.265], [2.245, -2.786, -1.525], [2.951, 0.178, -4.895], [5.923, -3.227, -0.973], [4.394, -4.149, -1.037], [4.499, -2.712, -0.032], [6.315, -1.989, -2.794], [5.524, -0.551, -4.680], [3.548, 0.610, -5.576], [1.954, 0.298, -4.965], [-2.754, 0.164, -5.429], [-2.400, 1.161, -4.361], [-3.031, 2.396, -4.300], [-2.709, 3.307, -3.302], [-3.295, 4.692, -3.300], [-1.775, 2.956, -2.335], [-1.077, 1.745, -2.394], [-1.411, 0.868, -3.431], [-0.020, 1.395, -1.526], [1.009, 2.408, -1.140], [0.566, 3.189, 0.108], [2.332, 1.716, -0.762], [1.362, 3.327, -2.322], [-3.319, 0.633, -6.233], [-3.359, -0.636, -5.005], [-1.856, -0.292, -5.848], [-3.764, 2.664, -5.053], [-4.203, 4.739, -3.899], [-2.579, 5.394, -3.732], [-3.516, 5.036, -2.290], [-1.581, 3.664, -1.545], [-0.856, -0.062, -3.536], [0.433, 2.486, 0.933], [-0.368, 3.722, -0.039], [1.327, 3.919, 0.390], [2.210, 1.084, 0.121], [3.066, 2.485, -0.522], [2.721, 1.124, -1.595], [0.498, 3.831, -2.738], [1.810, 2.723, -3.114], [2.085, 4.079, -2.006], [-1.795, -2.232, -0.933], [-3.596, -1.226, -1.413], [-4.577, -1.760, -2.196], [-5.723, -0.927, -2.288], [-5.588, 0.221, -1.573], [-4.082, 0.294, -0.757], [-4.480, -2.717, -2.689], [-6.603, -1.183, -2.858], [-6.282, 1.042, -1.491]],
  "atomic_forces_ev_per_a": [[0.748, 0.490, 0.465], [-0.134, -0.111, -0.356], [-0.221, 0.033, 0.351], [0.228, 0.300, 0.308], [0.059, 0.014, 0.014], [-0.048, 0.063, 0.103], [-0.009, 0.028, -0.151], [-0.131, -0.067, -0.060], [-0.055, -0.189, -0.333], [0.039, -0.083, 0.027], [-0.034, 0.059, -0.103], [-0.047, -0.136, 0.054], [-0.079, 0.127, 0.147], [0.174, -0.131, -0.148], [0.083, 0.062, 0.030], [0.017, -0.107, -0.007], [-0.012, 0.055, -0.107], [-0.016, 0.102, 0.183], [-0.030, -0.009, -0.053], [0.067, 0.022, -0.084], [-0.023, -0.029, -0.069], [0.019, -0.024, -0.016], [-0.011, 0.006, 0.004], [0.033, -0.006, 0.059], [-0.021, -0.019, 0.000], [-0.015, 0.032, 0.089], [-0.014, 0.016, 0.007], [0.047, -0.002, -0.028], [-0.016, -0.009, 0.080], [0.017, -0.027, 0.020], [-0.022, 0.010, -0.031], [0.072, 0.028, -0.016], [-0.030, -0.021, -0.011], [0.014, 0.030, -0.019], [0.095, -0.031, -0.018], [-0.034, -0.026, -0.074], [-0.007, 0.063, 0.005], [-0.005, 0.004, -0.014], [0.013, -0.012, 0.043], [-0.001, -0.021, 0.022], [0.052, -0.003, 0.009], [-0.004, -0.048, -0.016], [-0.116, -0.134, 0.092], [-0.182, -0.055, -0.040], [-0.022, 0.165, -0.159], [0.032, -0.017, -0.008], [0.031, -0.072, 0.172], [-0.256, 0.191, -0.208], [0.111, -0.111, 0.204], [0.242, -0.124, 0.022], [0.003, -0.043, -0.025], [0.002, 0.012, -0.026], [0.069, -0.005, -0.029], [0.052, 0.023, -0.025], [-0.002, -0.038, -0.014], [0.066, 0.015, 0.069], [-0.029, 0.031, -0.028], [0.007, 0.010, 0.001], [0.074, 0.018, 0.073], [-0.075, -0.081, -0.027], [0.012, 0.062, 0.040], [0.028, -0.079, 0.003], [-0.015, -0.022, -0.010], [0.080, -0.038, 0.118], [-0.039, -0.008, -0.341], [0.052, 0.074, 0.155], [0.025, 0.085, 0.013], [0.176, 0.164, 0.030], [-0.003, -0.036, -0.124], [-0.292, -0.101, 0.026], [-0.176, -0.194, 0.086], [0.014, -0.030, -0.018], [-0.074, -0.066, 0.005], [-0.030, -0.008, -0.051], [-0.010, -0.025, -0.007], [-0.033, 0.015, 0.041], [-0.027, 0.018, 0.001], [-0.040, -0.015, 0.003], [0.086, 0.023, 0.022], [0.007, -0.036, -0.073], [-0.036, 0.012, 0.024], [-0.018, 0.023, 0.002], [0.020, -0.006, 0.003], [0.141, 0.053, 0.016], [0.032, -0.023, 0.017], [0.060, 0.010, -0.029], [-0.084, 0.120, -0.015], [0.011, 0.043, -0.037], [0.009, -0.015, 0.028], [-1.106, -0.172, -0.112], [0.403, 0.120, 0.304], [0.131, -0.113, -0.084], [-0.049, 0.004, -0.004], [0.073, 0.127, 0.070], [-0.042, -0.213, -0.423], [-0.011, 0.015, -0.024], [-0.003, 0.049, -0.018], [-0.037, -0.032, 0.016]],
  "mulliken_charge": [1.03, 0.71, -2.86, 0.94, 0.06, -0.76, -0.78, -0.34, 0.41, -0.08, -0.79, -0.79, -0.03, 1.16, 0.43, -0.60, -0.82, -0.72, 0.11, -0.25, 0.43, 0.32, 0.21, 0.41, 0.36, 0.34, 0.20, -0.03, 0.41, 0.31, 0.33, 0.39, -0.21, 0.29, 0.10, -0.67, 0.33, 0.37, 0.33, 0.29, 0.36, 0.46, -0.81, 0.14, -0.01, -1.03, 0.97, -0.30, 0.22, -0.68, -0.36, 0.32, 0.28, 0.22, 0.37, 0.37, 0.20, 0.16, -1.59, 0.11, -0.80, 0.53, -1.72, -0.32, 0.98, -0.75, 0.39, 1.88, -1.31, -2.34, -1.57, 0.42, 0.23, 0.34, 0.36, 0.41, 0.31, 0.38, 0.24, 0.54, -0.03, 0.23, 0.51, 0.44, 0.57, 0.29, 0.30, 0.27, 0.49, -0.17, 0.37, -0.63, -0.50, -0.72, 0.11, 0.42, 0.42, 0.44],
  "molar_mass_g_mol": 978.447,
  "total_charge": 1,
  "homo_lumo_gap_ev": 7.65,
  "multiplicity": 1,
  "lumo_ev": -2.272
}

[4]
{
  "formula": "C14H24N3NdO6S2",
  "method": "ωB97M-V/def2-TZVPD",
  "species": ["Nd", "C", "C", "C", "C", "C", "C", "C", "C", "C", "H", "H", "H", "H", "H", "H", "H", "H", "H", "H", "H", "H", "N", "C", "O", "C", "C", "H", "H", "H", "H", "H", "H", "C", "O", "C", "O", "N", "N", "H", "H", "H", "H", "H", "H", "O", "S", "O", "O", "S"],
  "coordinates": [[-0.109, -0.623, -0.170], [0.259, 2.143, 3.224], [-0.240, 2.254, 1.817], [-1.559, 1.927, 1.501], [-2.028, 2.007, 0.189], [-3.468, 1.713, -0.124], [-1.156, 2.444, -0.816], [0.148, 2.840, -0.508], [1.028, 3.525, -1.512], [0.598, 2.715, 0.806], [-0.564, 2.011, 3.922], [0.830, 3.027, 3.501], [0.919, 1.277, 3.282], [-2.243, 1.658, 2.297], [-4.023, 1.513, 0.788], [-3.543, 0.838, -0.769], [-3.932, 2.553, -0.638], [-1.540, 2.580, -1.822], [1.111, 4.581, -1.251], [0.619, 3.464, -2.518], [2.033, 3.108, -1.482], [1.608, 3.014, 1.045], [1.393, -3.277, 2.437], [0.319, -2.846, 1.740], [0.200, -3.085, 0.537], [-0.784, -2.148, 2.519], [-1.795, -1.476, 1.541], [2.222, -3.473, 1.887], [1.586, -2.843, 3.325], [-0.323, -1.396, 3.169], [-1.260, -2.904, 3.162], [-2.471, -0.879, 2.170], [-2.432, -2.301, 1.162], [-0.272, -3.794, -3.466], [0.592, -2.678, -3.679], [0.327, -1.584, -2.978], [-0.682, -1.430, -2.287], [1.207, -0.588, -3.214], [1.135, 0.545, -2.371], [-0.167, -4.425, -4.346], [-1.302, -3.458, -3.348], [0.040, -4.330, -2.568], [2.110, -0.853, -3.597], [1.108, 1.378, -2.963], [2.018, 0.631, -1.776], [1.354, -0.261, 1.328], [2.507, -0.778, 0.506], [3.364, -1.634, 1.290], [1.880, -1.478, -0.656], [3.380, 0.796, -0.280]],
  "atomic_forces_ev_per_a": [[-5.004, 0.934, -0.268], [0.045, -0.109, -0.137], [-0.226, 0.177, -0.098], [0.168, 0.060, -0.180], [0.085, 0.181, -0.023], [0.168, -0.105, -0.009], [-0.033, 0.079, 0.329], [-0.177, 0.102, 0.238], [-0.038, -0.061, 0.109], [-0.268, -0.047, -0.144], [-0.003, -0.006, 0.075], [0.043, 0.019, 0.071], [0.072, -0.021, 0.144], [0.029, -0.160, -0.053], [-0.078, -0.058, 0.024], [-0.137, -0.073, -0.051], [-0.038, 0.030, -0.047], [0.050, -0.079, -0.051], [0.010, 0.052, -0.053], [0.001, 0.011, -0.109], [0.099, -0.025, -0.088], [0.123, -0.043, 0.025], [0.039, -0.051, -0.243], [-0.308, -0.665, 1.275], [-0.131, 0.266, -0.419], [-0.274, 0.291, -0.460], [0.076, -0.458, 0.329], [-0.158, -0.019, 0.092], [-0.122, -0.012, -0.010], [-0.001, -0.140, 0.055], [0.232, 0.035, 0.011], [0.089, 0.119, -0.215], [0.165, 0.292, -0.104], [-0.314, -0.329, 0.163], [0.274, 0.522, 0.230], [0.079, 0.257, -1.145], [-0.108, -0.545, -0.299], [0.343, -0.037, 0.021], [0.544, 0.089, -0.367], [0.005, 0.046, 0.081], [0.078, -0.075, -0.067], [-0.021, 0.037, -0.063], [-0.236, 0.044, 0.119], [-0.213, -0.348, 0.183], [-0.653, -0.225, -0.586], [0.937, -0.059, 1.431], [3.561, 0.205, 0.398], [-0.221, 0.283, -0.337], [0.621, -0.700, -0.146], [0.824, 0.320, 0.371]],
  "mulliken_charge": [0.78, -1.62, 0.93, -0.48, 0.55, -1.61, -0.61, 0.92, -1.71, -0.54, 0.38, 0.42, 0.22, 0.29, 0.37, 0.26, 0.46, 0.34, 0.45, 0.41, 0.33, 0.44, -0.36, 0.45, -0.60, -0.53, -1.00, 0.34, 0.23, 0.22, 0.49, 0.27, 0.36, -0.65, -0.43, 0.85, -0.64, -0.36, 0.06, 0.26, 0.30, 0.26, 0.26, 0.31, -0.11, -0.34, 0.95, -0.64, -0.39, -0.54],
  "molar_mass_g_mol": 538.735,
  "homo_lumo_gap_ev": [7.77, 7.72],
  "e_above_lowest_kcal_mol": 14.56,
  "multiplicity": 4,
  "lumo_ev": [0.265, 0.265]
}

[5]
{
  "formula": "H7O3",
  "method": "ωB97M-V/def2-TZVPD",
  "species": ["O", "H", "H", "O", "H", "H", "O", "H", "H", "H"],
  "coordinates": [[-1.653, -1.451, 0.940], [-1.960, -2.334, 0.620], [-1.595, -1.756, 1.884], [1.094, 1.897, -0.738], [0.758, 2.827, -1.112], [1.880, 1.818, -1.352], [0.393, -0.423, -0.173], [0.478, 0.708, -0.366], [1.146, -0.790, 0.264], [-0.541, -0.497, 0.033]],
  "atomic_forces_ev_per_a": [[-0.754, -0.989, 0.891], [-0.518, -0.635, -1.535], [0.328, 0.874, 1.251], [0.114, 2.514, -1.966], [0.109, -2.631, 1.472], [-0.634, -0.554, 0.869], [-0.933, 3.011, -2.148], [1.373, 0.047, -0.608], [0.815, -0.902, 1.230], [0.100, -0.735, 0.543]],
  "mulliken_charge": [-0.16, 0.50, 0.48, -0.61, 0.44, 0.42, -0.44, 0.48, 0.43, 0.46],
  "molar_mass_g_mol": 55.053,
  "total_charge": 2,
  "homo_lumo_gap_ev": [12.93, 3.71],
  "e_above_lowest_kcal_mol": 17.72,
  "multiplicity": 2,
  "lumo_ev": [-9.459, -17.951]
}